No. 1
DFT (the ωB97M-V functional and the def2-TZVPD basis) results for the ion C4H9O2Si with charge -1 at a distorted geometry.

Each atom is followed by the atoms it is bonded to, with distances in Å.
Atoms and positions in Å:
1 C 0.35 -1.14 2.04  C4 1.412, O5 1.188, O6 1.338
2 C -1.16 -1.53 0.02  C4 1.535, H8 1.104, H9 1.118, H10 1.100
3 C 0.27 1.63 -1.74  Si7 1.926, H11 1.034, H12 1.105, H13 1.078
4 C 0.08 -0.90 0.67  C1 1.412, C2 1.535, O6 1.454, Si7 1.943
5 O 0.19 -1.22 3.21  C1 1.188
6 O 1.11 -1.81 1.16  C1 1.338, C4 1.454
7 Si 0.60 0.83 -0.02  C3 1.926, C4 1.943, H14 1.531, H15 1.664, H16 1.657
8 H -1.87 -0.84 0.52  C2 1.104
9 H -1.42 -2.59 0.25  C2 1.118
10 H -1.17 -1.37 -1.07  C2 1.100
11 H -0.73 1.54 -1.97  C3 1.034
12 H 0.95 1.39 -2.58  C3 1.105
13 H 0.46 2.68 -1.54  C3 1.078
14 H 1.95 0.15 -0.29  Si7 1.531
15 H 1.35 1.91 1.01  Si7 1.664
16 H -0.95 1.27 0.35  Si7 1.657

Computed properties:
- DFT total energy (eV) = -16264.3252
- Kohn-Sham gap (eV) = 7.157
- 2S+1 = 1
- charge = -1

No. 2
DFT (the ωB97M-V functional and the def2-TZVPD basis) results for a cluster of 2 separate species, C4H9O3 in total at a distorted geometry.

Each atom is followed by the atoms it is bonded to, with distances in Å.
Atoms and positions in Å:
1 C -0.87 1.04 4.87  O2 1.409, H4 1.096, H5 1.103, H6 1.102
2 O 0.40 0.97 4.27  C1 1.409, C3 1.392
3 C 0.80 -0.30 3.86  O2 1.392, H7 1.103, H8 1.107, C14 1.660
4 H -1.05 2.08 5.15  C1 1.096
5 H -1.65 0.70 4.17  C1 1.103
6 H -0.92 0.41 5.78  C1 1.102
7 H 1.65 -0.17 3.18  C3 1.103
8 H -0.06 -0.97 3.66  C3 1.107
9 C 0.19 1.06 0.92  O10 1.373, H11 1.117, H12 1.120, H13 1.121
10 O -0.32 -0.14 1.33  C9 1.373
11 H 0.19 1.18 -0.19  C9 1.117
12 H -0.36 1.95 1.33  C9 1.120
13 H 1.24 1.22 1.26  C9 1.121
14 C 1.57 -1.13 5.07  C3 1.660, O15 1.213, H16 1.124
15 O 1.76 -0.69 6.19  C14 1.213
16 H 2.29 -1.87 4.64  C14 1.124

Computed properties:
- DFT total energy (eV) = -10433.9123
- Kohn-Sham gap (eV) = 5.886
- 2S+1 = 1
- charge = -1

No. 3
DFT (the ωB97M-V functional and the def2-TZVPD basis) results for a cluster of 2 separate species, C4H9O3 in total at a distorted geometry.

Each atom is followed by the atoms it is bonded to, with distances in Å.
Atoms and positions in Å:
1 C -0.27 1.10 0.70  C2 1.529, C3 1.578, H6 1.091, H7 1.093
2 C -1.02 2.17 1.50  C1 1.529, H8 1.104, H9 1.091, H10 1.086
3 C -0.26 1.39 -0.85  C1 1.578, O4 1.254, O5 1.246
4 O -0.15 0.38 -1.58  C3 1.254
5 O -0.29 2.60 -1.18  C3 1.246
6 H 0.80 1.10 0.90  C1 1.091
7 H -0.70 0.12 0.89  C1 1.093
8 H -0.56 2.40 2.48  C2 1.104
9 H -2.06 1.87 1.67  C2 1.091
10 H -0.94 3.11 0.97  C2 1.086
11 C 0.61 -2.57 -0.71  O12 1.451, H14 1.082, H15 1.085, H16 1.094
12 O 1.73 -3.42 -1.07  C11 1.451, H13 0.966
13 H 1.96 -3.22 -1.98  O12 0.966
14 H 0.44 -1.82 -1.47  C11 1.082
15 H -0.20 -3.22 -0.40  C11 1.085
16 H 0.91 -1.98 0.15  C11 1.094

Computed properties:
- DFT total energy (eV) = -10437.4714
- Kohn-Sham gap (eV) = 7.763
- 2S+1 = 1
- charge = -1

No. 4
DFT (the ωB97M-V functional and the def2-TZVPD basis) results for a cluster of 2 separate species, C4H9O3 in total at a distorted geometry.

Each atom is followed by the atoms it is bonded to, with distances in Å.
Atoms and positions in Å:
1 C -1.71 0.52 2.52  C2 1.630, H5 1.072, H6 1.037, H7 1.038
2 C -0.64 0.65 1.29  C1 1.630, O3 1.255, O4 1.192
3 O 0.04 -0.37 1.00  C2 1.255
4 O -0.75 1.63 0.63  C2 1.192
5 H -1.20 0.16 3.40  C1 1.072
6 H -2.38 -0.26 2.42  C1 1.037
7 H -2.07 1.46 2.77  C1 1.038
8 C 1.53 -0.80 -1.81  C9 1.577, O10 1.362, H11 1.030, H12 1.066
9 C 0.56 0.37 -2.24  C8 1.577, H13 1.059, H15 1.104, H16 1.069
10 O 0.94 -1.83 -1.15  C8 1.362, H14 1.188
11 H 1.80 -1.38 -2.62  C8 1.030
12 H 2.29 -0.33 -1.24  C8 1.066
13 H 1.18 1.17 -2.55  C9 1.059
14 H 0.28 -1.56 -0.20  O10 1.188
15 H 0.00 0.90 -1.45  C9 1.104
16 H -0.12 -0.04 -2.95  C9 1.069

Computed properties:
- DFT total energy (eV) = -10436.4456
- Kohn-Sham gap (eV) = 8.811
- 2S+1 = 1
- charge = -1